[1]
The following is a DFT calculation (wB97M-V/def2-TZVPD) of C2H3N3O2 in the gas phase at a distorted geometry.

Its SMILES is O=c1ncn(O)[nH]1. The calculation puts the energy relative to the best compared isomer or geometry (same formula, charge and spin) at 113.23 kcal per mole. The calculation puts the largest force on an atom at 8.27 eV/Å. As for the highest occupied orbital energy: -10.05 eV.

```
10
Properties=species:S:1:pos:R:3:forces:R:3
C 0.46181 -1.15265 0.34553 0.269 3.446 3.364
C 0.72480 0.94400 0.80864 5.636 5.878 -0.728
H -1.51036 -0.57857 -1.74621 -3.133 -0.226 -1.384
H 0.56926 -2.20850 0.35293 -0.136 -0.673 -0.646
H -1.25011 1.51228 0.07790 1.672 -1.020 0.015
N -0.70490 -0.45425 -0.15321 1.228 -1.516 -3.056
N 1.19156 -0.38287 1.14498 -1.907 -0.621 -2.707
N -0.42099 0.86078 0.01274 -0.234 1.628 2.223
O -0.59633 -0.57721 -1.72732 1.998 -0.628 2.623
O 1.53526 2.03699 0.88403 -5.393 -6.266 0.294
```
Positions in Å, forces in eV/Å.

Atom charges from the Mulliken analysis, given in e for atoms 1 to 5: number 1, C, carries -0.033; number 2, C, carries 0.428; number 3, H, carries 0.345; number 4, H, carries 0.388; number 5, H, carries 0.301

[2]
The following is a DFT calculation (wB97M-V/def2-TZVPD) of a molecular structure, C21H20ClN2O3OsSe2 at a distorted geometry.

Its net charge is +1. The calculation puts the energy relative to the best compared isomer or geometry (same formula, charge and spin) at 9.54 kcal per mole. The calculation puts the largest force on an atom at 1.20 eV/Å. As for the highest occupied orbital energy (spin up / spin down): -10.27 / -10.26 eV.

```
50
Properties=species:S:1:pos:R:3:forces:R:3
Os -1.18384 -0.16983 1.66796 -0.478 -0.936 0.020
Cl 5.65289 -0.90061 4.02892 -0.142 -0.016 0.002
C 3.96385 -0.99224 3.63512 0.120 -0.205 0.188
C 3.17444 -2.02077 4.20896 0.182 -0.002 0.053
C 1.85781 -2.14187 3.89551 -0.029 -0.012 -0.066
C 1.23575 -1.24328 2.98840 -0.035 -0.131 -0.242
O -0.00493 -1.44267 2.67941 -0.125 0.117 0.462
C 2.01359 -0.17375 2.46253 0.196 0.087 -0.049
C 1.50749 0.87698 1.67450 0.197 0.099 0.053
N 0.26629 1.07092 1.29257 -0.321 0.300 -0.777
C -0.11681 2.24008 0.53398 0.115 -0.490 0.372
C 0.72268 3.16478 -0.00170 0.212 0.391 -0.229
C 0.19840 4.29827 -0.67539 0.226 -0.218 0.107
C -1.14437 4.48598 -0.78429 -0.232 -0.019 0.039
C -2.03947 3.52407 -0.24830 -0.016 0.216 -0.134
C -3.44932 3.64416 -0.30795 0.097 0.138 -0.097
C -4.22269 2.66297 0.22562 -0.025 -0.265 0.108
C -3.60231 1.53128 0.79810 -0.294 0.024 -0.071
N -2.30204 1.38519 0.88245 0.140 0.280 -0.052
C -1.51113 2.39565 0.38001 -0.067 -0.329 0.131
C 3.40130 -0.09122 2.80157 -0.149 0.124 -0.120
H 3.63423 -2.70900 4.90664 0.015 0.010 -0.037
H 1.24912 -2.92528 4.32583 -0.007 0.004 -0.020
H 2.22998 1.63738 1.39316 -0.024 0.000 0.069
H 1.79606 3.05752 0.07620 -0.022 0.050 -0.028
H 0.88252 5.02123 -1.09801 0.021 -0.015 0.029
H -1.54230 5.36558 -1.27456 -0.015 -0.039 -0.002
H -3.89416 4.51375 -0.77628 0.027 -0.008 0.017
H -5.30166 2.72256 0.20994 0.018 -0.042 -0.001
H -4.19871 0.71348 1.18359 -0.038 0.039 0.039
H 4.00296 0.71235 2.39536 -0.037 -0.002 -0.026
O -1.98412 -3.67968 -2.49874 0.042 0.045 0.026
C -0.68168 -3.37149 -2.95558 -0.001 -0.144 -0.019
C -0.16473 -2.10210 -2.29021 -0.128 0.124 0.117
C 1.29586 -1.96819 -2.74846 0.103 0.126 0.141
O 1.84886 -0.78052 -2.19811 -0.013 -0.046 -0.069
C -0.16401 -2.23116 -0.76795 -0.036 -0.153 -0.052
Se -1.92905 -1.84949 0.02017 0.489 1.056 0.288
C -0.91504 -0.82381 -2.68523 0.075 -0.004 -0.067
Se -2.69474 -0.68726 -1.89304 -0.065 -0.130 0.012
H -2.32761 -4.42869 -2.99560 0.008 -0.008 0.039
H -0.65384 -3.24237 -4.04305 -0.070 0.008 -0.007
H 0.00750 -4.18334 -2.69155 0.028 -0.017 -0.095
H 1.32603 -1.95133 -3.84202 -0.003 0.042 -0.015
H 1.85534 -2.84381 -2.40431 0.015 -0.026 -0.027
H 2.70242 -0.61536 -2.60967 0.006 -0.018 0.034
H 0.49143 -1.49649 -0.31225 0.058 0.006 -0.005
H 0.11901 -3.23235 -0.44324 -0.066 -0.012 0.016
H -1.05563 -0.77001 -3.76566 -0.021 -0.007 0.000
H -0.35163 0.04380 -2.35532 0.065 0.005 -0.053
```
Positions in Å, forces in eV/Å.

Atom charges from the Mulliken analysis, given in e for atoms 1 to 5: number 1, Os, carries 1.074; number 2, Cl, carries -0.205; number 3, C, carries 0.081; number 4, C, carries -0.444; number 5, C, carries -0.694

[3]
The following is a DFT calculation (wB97M-V/def2-TZVPD) of a molecular structure, C33H43CdN5O2S at a distorted geometry.

The calculation puts the energy relative to the best compared isomer or geometry (same formula, charge and spin) at 29.44 kcal per mole. The calculation puts the largest force on an atom at 1.50 eV/Å. As for the highest occupied orbital energy: -8.01 eV.

```
85
Properties=species:S:1:pos:R:3:forces:R:3
Cd 0.62498 0.18303 0.24248 -0.947 -0.054 1.023
C -0.42952 -3.51297 -3.64382 0.149 0.176 0.107
C -1.19152 -2.55537 -2.72312 -0.012 -0.031 -0.185
C -2.54782 -2.21457 -3.34292 0.209 0.066 0.152
C -1.32422 -3.15467 -1.34302 0.189 0.220 0.076
C -2.27502 -4.12867 -1.08652 -0.020 0.006 -0.021
C -2.41602 -4.67597 0.17308 -0.035 -0.102 0.068
C -1.62012 -4.23077 1.21018 -0.052 -0.033 -0.056
C -0.65242 -3.26267 0.99278 0.109 0.199 -0.078
C 0.22318 -2.78937 2.12768 0.076 0.009 0.037
C 1.26118 -3.85227 2.49008 0.025 0.266 -0.113
C -0.59882 -2.37237 3.34878 0.231 0.000 -0.289
C -0.47852 -2.74927 -0.29822 -0.258 -0.533 0.145
N 0.53278 -1.80387 -0.55212 -0.312 0.309 0.417
C 1.63128 -2.20517 -1.20132 0.250 -0.256 -0.075
O 1.92188 -3.35377 -1.51292 0.217 0.046 -0.039
C 2.46218 -1.03777 -1.70652 0.371 -0.087 -0.497
C 3.23968 -1.11967 -2.85972 -0.044 -0.098 0.314
C 3.66648 0.06213 -3.44972 -0.118 0.009 0.082
C 3.23648 1.28103 -2.94152 -0.057 0.120 0.333
C 2.47168 1.27853 -1.77672 0.331 0.029 -0.565
N 2.19278 0.13853 -1.16332 1.078 -0.017 -1.046
C 1.63048 2.47693 -1.36652 0.300 0.236 0.074
O 1.87638 3.58093 -1.83572 0.124 -0.114 -0.001
N 0.57748 2.14103 -0.60652 -0.267 -0.209 0.363
C -0.54292 2.98793 -0.63082 -0.330 0.524 -0.021
C -1.00932 3.64093 0.51948 -0.025 0.064 -0.003
C -2.09662 4.49743 0.40168 -0.069 0.029 -0.038
C -2.71472 4.72013 -0.81232 -0.043 0.112 -0.002
C -2.28352 4.03413 -1.92912 -0.019 -0.041 0.041
C -1.22642 3.14333 -1.85342 0.182 -0.116 0.108
C -0.84972 2.34473 -3.08282 0.058 0.010 -0.228
C -0.18602 3.23353 -4.13862 0.142 -0.093 0.158
C -2.06662 1.63463 -3.68262 0.235 -0.014 0.182
C -0.45252 3.43013 1.91418 0.187 -0.142 -0.024
C 1.07228 3.46983 2.00978 -0.079 -0.030 -0.024
C -1.02742 2.13553 2.50838 0.046 0.322 -0.175
H -0.25792 -3.04587 -4.61272 0.003 -0.011 -0.141
H -1.00452 -4.42507 -3.79212 -0.096 -0.104 -0.052
H 0.52678 -3.78057 -3.20172 0.034 -0.064 -0.078
H -0.61482 -1.62407 -2.63442 -0.112 -0.181 -0.006
H -3.08642 -3.11537 -3.62262 -0.119 -0.128 -0.041
H -2.40092 -1.62357 -4.24352 -0.032 0.066 -0.124
H -3.16422 -1.64757 -2.65022 -0.123 0.110 0.045
H -2.91182 -4.47457 -1.88542 -0.107 -0.025 -0.125
H -3.14672 -5.45067 0.34508 -0.113 -0.090 0.036
H -1.73882 -4.66367 2.19228 -0.022 -0.023 0.140
H 0.78368 -1.90577 1.78658 -0.162 -0.352 0.179
H 0.78558 -4.74137 2.89968 -0.062 -0.101 0.053
H 1.96298 -3.45227 3.22118 0.075 -0.033 0.113
H 1.81728 -4.13847 1.60048 0.083 -0.088 -0.061
H -1.17442 -3.20347 3.74498 -0.131 -0.089 0.062
H -1.28832 -1.57177 3.07658 -0.124 0.071 0.104
H 0.07208 -2.02957 4.13278 0.041 0.041 0.139
H 3.45678 -2.08567 -3.28992 -0.045 -0.065 0.023
H 4.25998 0.03173 -4.35472 0.002 0.002 0.018
H 3.43538 2.21503 -3.44472 -0.005 0.068 0.033
H -2.45822 5.01443 1.28028 0.009 0.040 0.107
H -3.52672 5.42643 -0.88782 -0.129 0.060 0.009
H -2.77772 4.18823 -2.87612 -0.089 0.014 -0.117
H -0.13202 1.56503 -2.79392 -0.170 0.164 -0.029
H -0.88612 3.98253 -4.50332 -0.120 0.063 -0.077
H 0.14798 2.62943 -4.98222 -0.002 -0.007 -0.113
H 0.67098 3.74553 -3.70792 0.020 0.053 -0.091
H -2.76212 2.34363 -4.12322 -0.114 0.084 -0.058
H -2.59272 1.06563 -2.91982 -0.115 -0.121 0.034
H -1.74012 0.95243 -4.46492 -0.026 -0.085 -0.109
H -0.83212 4.25603 2.53018 -0.020 -0.116 -0.111
H 1.52318 2.58433 1.56408 0.028 0.194 0.162
H 1.38278 3.52423 3.05378 0.036 -0.023 0.069
H 1.45688 4.34173 1.48658 0.086 0.092 -0.051
H -0.67362 1.25743 1.94308 -0.122 0.073 0.240
H -2.11442 2.15653 2.45948 -0.071 -0.126 -0.002
H -0.72292 2.03593 3.54978 0.075 -0.142 0.059
C 0.69408 0.21723 6.40098 0.178 0.024 0.160
N 0.99358 0.25363 4.98758 0.102 -0.023 0.051
C 2.22378 0.19283 4.45548 -0.385 0.061 -0.047
N 3.28328 0.16453 5.28198 -0.132 0.055 0.253
S 2.45328 0.15293 2.79938 0.223 -0.120 -0.754
H -0.38182 0.27093 6.53518 -0.019 -0.056 -0.018
H 1.13038 1.07663 6.91548 -0.006 0.018 0.011
H 1.06618 -0.69927 6.86998 -0.084 0.016 -0.021
H 0.23658 0.17023 4.32728 0.131 0.052 0.031
H 3.19258 0.27933 6.27758 -0.008 -0.024 -0.061
H 4.20248 0.18853 4.87538 -0.082 -0.006 -0.038
```
Positions in Å, forces in eV/Å.

Atom charges from the Mulliken analysis, given in e for atoms 1 to 5: number 1, Cd, carries -0.585; number 2, C, carries -1.511; number 3, C, carries 1.583; number 4, C, carries -1.716; number 5, C, carries 0.822

Question: energy relative to the best compared isomer or geometry (same formula, charge and spin) of number 1 (C2H3N3O2)?
Answer: 113.23 kcal per mole

Question: Number 1 is which compound?
Answer: C2H3N3O2

Question: Look up the energy relative to the best compared isomer or geometry (same formula, charge and spin) of the third one.
Answer: 29.44 kcal per mole

Question: Among the records above, which one has the highest energy relative to the best compared isomer or geometry (same formula, charge and spin)?
Answer: C2H3N3O2